This record from the OMol25 dataset describes the molecule C23H28N6O3. The level of theory is wB97M-V/def2-TZVPD.

Properties
- gap between HOMO and LUMO (Ha) = 0.317
- net charge = 0
- structure (SMILES) = CCn1cc(CN2CCC(n3nccc3NC(=O)c3ccc4c(c3)OCO4)CC2)c(C)n1
- LUMO (eV) = 0.6

Cartesian coordinates (Å):
C: 2.020 4.127 -3.451
C: 1.776 2.632 -3.257
N: 1.202 2.365 -1.967
C: -0.097 2.426 -1.621
C: -0.164 2.249 -0.254
C: -1.354 2.341 0.638
N: -1.985 1.058 0.944
C: -2.720 0.502 -0.180
C: -3.137 -0.947 0.114
C: -3.601 -1.128 1.567
N: -2.654 -1.781 2.447
N: -3.202 -2.447 3.474
C: -2.205 -2.898 4.205
C: -0.972 -2.518 3.666
C: -1.295 -1.789 2.537
N: -0.474 -1.224 1.573
C: 0.823 -1.611 1.386
O: 1.433 -2.330 2.151
C: 1.439 -1.153 0.104
C: 2.819 -0.998 0.064
C: 3.498 -0.735 -1.119
C: 2.743 -0.670 -2.264
C: 1.356 -0.823 -2.234
C: 0.677 -1.055 -1.066
O: 0.860 -0.719 -3.513
C: 1.994 -0.670 -4.350
O: 3.147 -0.479 -3.561
C: -4.004 0.228 2.150
C: -2.824 1.196 2.139
C: 1.184 2.091 0.143
C: 1.715 1.910 1.519
N: 1.982 2.170 -0.906
H: 2.477 4.308 -4.420
H: 2.686 4.494 -2.675
H: 1.084 4.678 -3.396
H: 2.725 2.094 -3.311
H: 1.093 2.257 -4.024
H: -0.867 2.591 -2.349
H: -2.091 3.032 0.193
H: -1.024 2.764 1.591
H: -2.067 0.530 -1.057
H: -3.610 1.109 -0.415
H: -2.322 -1.641 -0.092
H: -3.957 -1.208 -0.557
H: -4.475 -1.789 1.598
H: -2.399 -3.476 5.086
H: 0.010 -2.742 4.022
H: -0.852 -0.400 1.095
H: 3.368 -1.104 0.986
H: 4.566 -0.608 -1.146
H: -0.389 -1.201 -1.074
H: 2.083 -1.621 -4.907
H: 1.893 0.156 -5.066
H: -4.354 0.094 3.174
H: -4.831 0.626 1.560
H: -2.182 1.015 3.008
H: -3.218 2.220 2.222
H: 1.504 2.794 2.122
H: 1.260 1.050 2.005
H: 2.790 1.766 1.470

Atomic forces in eV per Å
C -0.029 -0.231 0.017
C 0.281 0.389 -0.337
N -0.581 -0.221 0.180
C 0.016 -0.042 0.287
C -0.040 0.153 -0.187
C 0.144 -0.027 -0.141
N -0.168 0.093 -0.150
C -0.064 -0.092 -0.173
C 0.061 0.088 -0.012
C -0.590 0.315 -0.122
N 0.423 -0.227 0.000
N -0.687 -0.177 0.405
C 0.029 0.231 -0.301
C 0.145 0.148 -0.085
C 0.207 -0.357 0.382
N -0.147 -0.001 -0.091
C 0.095 -0.100 -0.142
O 0.063 0.022 0.134
C 0.270 -0.069 -0.109
C -0.189 -0.044 0.135
C -0.030 -0.013 -0.355
C -0.621 -0.235 0.152
C 0.608 0.013 0.044
C 0.092 0.099 -0.233
O -0.251 0.162 0.413
C -0.031 -0.300 -1.181
O 0.275 0.220 0.438
C 0.191 -0.149 -0.034
C -0.147 0.001 0.278
C -0.258 0.123 -0.292
C -0.005 0.058 -0.083
N 0.736 0.020 0.233
H 0.053 0.065 -0.112
H 0.060 0.051 0.051
H -0.062 0.067 -0.012
H -0.173 -0.076 -0.023
H 0.085 -0.075 0.095
H -0.168 0.060 -0.180
H 0.006 -0.037 0.174
H -0.114 0.058 -0.043
H -0.071 0.019 0.011
H 0.059 0.021 -0.032
H -0.039 -0.013 -0.074
H 0.016 -0.042 0.035
H 0.238 0.117 -0.036
H -0.081 -0.135 0.166
H 0.177 -0.016 -0.005
H 0.174 0.077 0.082
H 0.049 -0.045 0.093
H 0.159 0.022 0.011
H -0.185 -0.053 0.036
H -0.006 0.195 0.220
H 0.018 -0.097 0.208
H -0.053 -0.001 -0.037
H -0.041 0.011 -0.011
H -0.091 0.086 0.026
H 0.082 -0.039 -0.015
H 0.025 0.020 0.108
H 0.000 -0.064 0.120
H 0.086 -0.024 0.073

List of Mulliken charges in e, atom by atom:
1 C -1.392
2 C -0.362
3 N 1.197
4 C -1.073
5 C 1.125
6 C -1.804
7 N 0.573
8 C -0.767
9 C -1.064
10 C -0.203
11 N 1.021
12 N -1.464
13 C -0.481
14 C -0.827
15 C 0.345
16 N 0.790
17 C -0.084
18 O -0.676
19 C 0.190
20 C -0.475
21 C -1.166
22 C 1.171
23 C 0.783
24 C -0.640
25 O -0.576
26 C -0.375
27 O -0.498
28 C -1.240
29 C -0.856
30 C 0.631
31 C -1.640
32 N -1.037
33 H 0.450
34 H 0.324
35 H 0.306
36 H 0.243
37 H 0.257
38 H 0.485
39 H 0.343
40 H 0.596
41 H 0.342
42 H 0.516
43 H 0.344
44 H 0.504
45 H 0.478
46 H 0.474
47 H 0.491
48 H -0.243
49 H 0.558
50 H 0.434
51 H 0.563
52 H 0.311
53 H 0.262
54 H 0.511
55 H 0.395
56 H 0.383
57 H 0.480
58 H 0.472
59 H 0.233
60 H 0.360



This record from the OMol25 dataset describes C34H36CrN12O5S as an isolated structure. The level of theory is wB97M-V/def2-TZVPD.

Properties
- ⟨S²⟩ = 6.03
- gap between HOMO and LUMO (spin up / spin down) (Ha) = 0.224 / 0.246
- net charge = +2
- LUMO (spin up / spin down) (eV) = -5.7 / -6.2
- 2S+1 = 5

Cartesian coordinates (Å):
Cr: 0.184 -0.558 0.041
O: -0.015 3.161 -1.543
C: 0.217 1.938 -1.206
O: -0.473 1.321 -0.374
C: 1.371 1.245 -1.830
C: 2.319 1.745 -2.664
C: 3.393 0.872 -3.022
C: 3.467 -0.399 -2.523
C: 2.446 -0.871 -1.660
N: 1.409 -0.020 -1.378
C: 2.284 -2.095 -0.960
O: 3.091 -3.143 -1.049
O: 1.282 -2.241 -0.176
H: -0.705 3.537 -0.965
H: 2.262 2.764 -3.019
H: 4.176 1.232 -3.676
H: 4.316 -1.023 -2.775
H: 3.807 -3.008 -1.684
C: -1.700 -3.509 -4.127
N: -1.750 -2.607 -2.973
C: -0.746 -1.907 -2.480
N: -1.124 -1.354 -1.334
C: -2.428 -1.751 -1.191
N: -2.830 -2.529 -2.160
C: -0.552 -4.495 -4.009
C: -0.020 -5.052 -5.167
C: 1.049 -5.935 -5.092
C: 1.613 -6.255 -3.867
C: 1.078 -5.705 -2.706
C: -0.011 -4.841 -2.779
C: 1.675 -6.013 -1.408
N: 2.797 -6.591 -1.153
N: 2.917 -6.620 0.230
C: 1.859 -6.060 0.700
O: 1.022 -5.642 -0.282
C: 1.479 -5.800 2.087
C: 2.284 -6.201 3.151
C: 1.898 -5.891 4.445
C: 0.733 -5.169 4.688
C: -0.077 -4.779 3.630
C: -1.345 -3.984 3.860
N: -1.280 -2.689 3.163
C: -1.236 -2.461 1.865
N: -0.975 -1.174 1.651
C: -0.889 -0.646 2.916
N: -1.067 -1.538 3.851
C: 0.296 -5.121 2.338
H: -1.585 -2.913 -5.031
H: -2.668 -4.002 -4.169
H: 0.229 -1.841 -2.937
H: -3.056 -1.463 -0.363
H: -0.437 -4.791 -6.133
H: 1.451 -6.368 -5.999
H: 2.458 -6.926 -3.795
H: -0.413 -4.438 -1.857
H: 3.193 -6.756 2.953
H: 2.515 -6.206 5.277
H: 0.461 -4.911 5.705
H: -1.478 -3.747 4.910
H: -2.224 -4.524 3.510
H: -1.388 -3.198 1.095
H: -0.693 0.399 3.111
H: -0.331 -4.873 1.492
C: -0.838 6.210 4.387
N: -0.704 5.116 3.437
C: 0.454 4.622 3.000
N: 1.574 5.190 3.470
S: 0.514 3.317 1.907
H: -1.893 6.403 4.550
H: -0.385 7.126 4.002
H: -0.385 5.957 5.348
H: -1.529 4.660 3.088
H: 1.564 6.016 4.043
H: 2.449 4.888 3.081
C: 4.596 -1.039 2.415
C: 3.579 -0.047 3.017
C: 3.074 -0.546 4.380
C: 4.181 1.360 3.130
C: 2.442 -0.012 2.095
N: 1.556 0.009 1.372
H: 5.419 -1.160 3.119
H: 5.001 -0.657 1.476
H: 4.144 -2.016 2.238
H: 3.923 -0.592 5.062
H: 2.637 -1.543 4.303
H: 2.331 0.133 4.798
H: 5.095 1.290 3.719
H: 3.493 2.039 3.631
H: 4.430 1.770 2.151

Atomic forces in eV per Å
Cr -0.343 -0.566 -0.436
O -0.087 0.203 -0.022
C 0.067 -0.205 0.106
O 0.058 0.033 0.009
C -0.080 -0.111 0.161
C 0.103 0.164 -0.144
C 0.014 -0.027 0.023
C 0.075 0.042 -0.057
C -0.127 -0.066 0.103
N 0.106 0.035 -0.211
C 0.007 0.048 -0.093
O 0.103 -0.057 -0.021
O -0.272 0.290 0.174
H 0.063 0.039 0.027
H 0.051 -0.035 -0.008
H -0.038 0.015 0.003
H -0.034 0.000 -0.016
H -0.012 -0.037 0.009
C 0.056 -0.050 0.051
N -0.079 -0.151 -0.082
C 0.004 0.003 0.011
N -0.173 0.185 0.183
C 0.126 -0.087 -0.032
N 0.122 0.075 -0.083
C -0.001 0.042 0.007
C 0.012 0.038 -0.013
C 0.016 -0.014 -0.015
C 0.004 -0.021 -0.005
C -0.028 0.009 0.008
C 0.005 0.011 0.036
C 0.090 -0.053 -0.008
N -0.004 0.022 0.001
N 0.007 -0.008 0.009
C 0.098 -0.030 -0.004
O -0.169 0.035 -0.005
C -0.057 0.031 0.002
C 0.016 -0.016 -0.008
C 0.034 -0.002 0.021
C 0.045 0.040 -0.001
C -0.012 -0.010 0.014
C 0.162 -0.037 -0.019
N -0.137 -0.044 0.216
C 0.005 0.098 -0.105
N 0.066 0.162 0.035
C -0.046 -0.081 -0.077
N 0.047 -0.079 -0.124
C -0.043 -0.011 -0.048
H -0.053 0.039 -0.035
H -0.045 -0.011 0.056
H -0.041 -0.012 0.031
H 0.024 0.005 -0.048
H 0.022 -0.023 0.031
H -0.004 0.012 0.022
H -0.022 0.005 -0.020
H 0.005 -0.017 -0.031
H -0.012 0.035 0.019
H -0.019 0.008 -0.022
H -0.006 -0.029 -0.025
H -0.044 0.012 0.029
H -0.043 0.042 -0.056
H 0.033 0.000 0.069
H -0.005 -0.047 -0.015
H 0.032 -0.039 0.049
C 0.008 -0.033 -0.037
N -0.014 0.014 0.042
C 0.010 0.040 -0.027
N 0.036 -0.060 -0.080
S -0.035 0.012 0.128
H -0.004 -0.010 -0.005
H -0.011 -0.001 -0.017
H -0.001 -0.011 0.000
H -0.006 -0.004 -0.007
H -0.010 -0.008 0.010
H 0.004 0.009 -0.004
C -0.050 0.062 -0.015
C 0.145 -0.204 -0.008
C -0.066 -0.002 -0.022
C -0.053 0.041 0.002
C 0.117 0.300 0.200
N 0.250 0.059 0.199
H -0.004 0.010 -0.010
H -0.001 -0.022 0.018
H 0.014 0.014 0.028
H -0.008 0.000 0.001
H 0.027 0.021 -0.001
H 0.014 -0.010 -0.001
H -0.003 0.001 0.010
H -0.016 -0.001 -0.036
H 0.014 -0.018 0.010

List of Mulliken charges in e, atom by atom:
1 Cr -0.378
2 O -0.439
3 C 0.406
4 O 0.278
5 C -0.107
6 C -0.566
7 C -0.842
8 C -1.132
9 C 0.502
10 N 0.451
11 C 0.477
12 O -0.388
13 O 0.585
14 H 0.500
15 H 0.638
16 H 0.496
17 H 0.443
18 H 0.259
19 C -0.987
20 N 1.015
21 C -0.794
22 N 0.570
23 C -0.756
24 N -1.032
25 C 0.624
26 C -0.986
27 C -0.734
28 C -0.831
29 C -0.025
30 C 0.134
31 C 0.487
32 N -0.491
33 N -0.523
34 C 0.758
35 O -0.170
36 C -0.271
37 C -1.024
38 C -0.784
39 C -0.923
40 C 1.151
41 C -1.156
42 N 0.965
43 C -0.624
44 N 0.186
45 C -0.687
46 N -0.973
47 C 0.214
48 H 0.458
49 H 0.365
50 H 0.673
51 H 0.565
52 H 0.478
53 H 0.426
54 H 0.573
55 H 0.732
56 H 0.585
57 H 0.454
58 H 0.450
59 H 0.387
60 H 0.303
61 H 0.703
62 H 0.703
63 H 0.599
64 C -1.039
65 N -0.125
66 C 0.277
67 N -0.364
68 S -0.374
69 H 0.348
70 H 0.338
71 H 0.345
72 H 0.256
73 H 0.196
74 H 0.205
75 C -1.554
76 C 1.891
77 C -1.624
78 C -1.538
79 C -0.406
80 N -0.215
81 H 0.469
82 H 0.357
83 H 0.297
84 H 0.435
85 H 0.352
86 H 0.403
87 H 0.447
88 H 0.301
89 H 0.355



This record from the OMol25 dataset describes a 2-piece molecular cluster, C6H8BrN3O overall. The level of theory is wB97M-V/def2-TZVPD.

Properties
- gap between HOMO and LUMO (spin up / spin down) (Ha) = 0.238 / 0.238
- net charge = 0
- LUMO (spin up / spin down) (eV) = -1.9 / -1.9

Cartesian coordinates (Å):
C: 2.705 -0.048 1.623
C: 1.717 0.876 1.969
C: -1.703 -0.917 -0.221
C: 0.692 -0.558 -0.756
C: -1.887 0.568 -0.678
C: 0.318 0.859 -1.131
N: 3.609 -0.606 1.125
N: 0.001 -1.155 1.404
N: -0.353 -0.999 0.253
O: -0.982 0.851 -1.705
Br: 1.037 0.870 3.714
H: -2.333 -1.140 0.520
H: -1.766 -1.534 -1.068
H: 0.590 -1.243 -1.647
H: 1.639 -0.537 -0.271
H: -2.899 0.769 -1.179
H: -2.054 1.354 0.111
H: 0.449 1.390 -0.202
H: 1.220 1.201 -1.863

Atomic forces in eV per Å
C 1.797 -0.752 -0.024
C -1.197 -0.041 0.376
C 1.405 3.068 -2.142
C -1.935 -0.658 -1.431
C -3.350 0.356 -1.049
C 2.895 -0.605 -2.049
N -1.106 0.601 0.723
N -0.617 0.129 0.418
N 2.963 0.411 0.872
O 1.160 1.199 0.645
Br 0.620 -0.216 -0.769
H -2.421 -1.165 2.867
H -0.495 -0.894 -1.197
H 0.469 0.637 0.869
H 0.475 -0.631 0.058
H 1.046 -1.175 0.439
H 1.455 -0.848 -0.075
H -0.527 0.951 0.201
H -2.638 -0.364 1.269

List of Mulliken charges in e, atom by atom:
1 C 0.680
2 C -0.392
3 C -0.579
4 C -0.500
5 C -0.418
6 C -0.416
7 N -0.443
8 N -0.871
9 N 0.762
10 O -0.381
11 Br 0.026
12 H 0.444
13 H 0.282
14 H 0.301
15 H 0.120
16 H 0.326
17 H 0.299
18 H 0.448
19 H 0.310



This record from the OMol25 dataset describes C10H21FN2O6SSi2 as an isolated structure. The level of theory is wB97M-V/def2-TZVPD.

Properties
- gap between HOMO and LUMO (Ha) = 0.351
- net charge = 0
- LUMO (eV) = 0.2

Cartesian coordinates (Å):
C: 1.685 -3.790 1.540
C: 2.382 -2.755 0.468
O: 1.987 -2.895 -0.828
O: 3.410 -1.748 0.772
C: 2.900 -0.663 1.625
O: 2.682 -0.904 2.924
C: 2.672 0.821 0.966
Si: 0.798 1.381 0.972
O: -0.312 0.017 1.045
Si: -1.958 0.561 1.481
N: -1.970 2.350 1.841
C: -3.198 0.293 0.032
C: -3.562 -1.273 -0.291
C: -4.375 -2.037 0.920
F: -2.362 -2.077 -0.729
O: -2.375 -0.258 2.979
C: -3.684 0.172 3.494
N: -4.835 0.452 4.017
H: 0.618 -3.374 1.859
H: 1.494 -4.802 0.936
H: 2.292 -3.961 2.526
H: 3.089 0.886 -0.146
H: 3.334 1.576 1.604
H: 0.659 2.328 2.079
H: 0.598 2.079 -0.324
H: -2.844 2.591 2.380
H: -2.054 2.842 0.903
H: -4.154 0.971 0.212
H: -2.698 0.731 -0.960
H: -4.291 -1.260 -1.236
H: -4.635 -3.126 0.515
H: -5.417 -1.539 1.167
H: -3.712 -2.216 1.888
C: 4.033 1.639 -3.176
S: 2.701 2.855 -3.321
O: 1.963 2.872 -2.015
C: 1.709 1.902 -4.495
H: 4.764 2.008 -2.453
H: 3.631 0.684 -2.829
H: 4.518 1.511 -4.147
H: 1.452 0.931 -4.066
H: 2.271 1.766 -5.422
H: 0.792 2.458 -4.707

Atomic forces in eV per Å
C -0.235 0.257 -0.059
C -2.593 -1.404 -6.397
O 3.088 1.280 8.573
O -3.295 0.166 0.670
C -0.842 -0.575 6.009
O 1.259 1.423 -8.357
C 1.963 -1.207 -0.224
Si 0.327 -1.231 -0.348
O -2.009 2.895 1.247
Si 1.684 0.642 -0.714
N -1.323 -1.183 -1.127
C 0.211 -0.671 -1.268
C -1.590 0.034 -0.592
C 0.451 -1.328 -0.547
F -2.531 2.038 1.358
O -4.568 2.206 0.785
C -4.920 0.620 2.570
N 9.997 -2.323 -4.614
H 2.378 -0.637 -0.860
H 0.612 2.415 1.351
H -0.980 0.441 -2.117
H -0.927 -0.439 2.385
H -1.604 -1.668 -1.175
H -0.028 -0.180 0.195
H -0.181 -0.207 0.330
H 1.228 -0.215 -0.682
H 0.121 -0.571 1.552
H 1.769 -1.791 -0.272
H -0.874 -0.865 2.168
H 1.784 -0.216 1.982
H 0.590 2.323 0.813
H 2.397 -0.682 -0.500
H -1.464 0.678 -2.076
C 0.003 -0.079 0.090
S -0.115 -0.090 0.178
O 0.360 -0.156 -0.545
C -0.106 -0.089 0.033
H -0.150 0.064 -0.097
H -0.059 0.079 -0.029
H -0.070 0.065 0.067
H 0.064 0.096 0.051
H 0.004 0.066 0.096
H 0.174 0.021 0.097

List of Mulliken charges in e, atom by atom:
1 C -0.654
2 C 0.546
3 O -0.511
4 O -0.281
5 C 0.454
6 O -0.540
7 C -0.218
8 Si 0.466
9 O 0.022
10 Si 0.094
11 N -0.692
12 C -0.460
13 C 0.148
14 C -0.960
15 F -0.315
16 O -0.291
17 C 0.441
18 N -0.483
19 H 0.160
20 H 0.296
21 H 0.288
22 H -0.041
23 H 0.398
24 H -0.131
25 H -0.111
26 H 0.289
27 H 0.286
28 H 0.402
29 H 0.343
30 H 0.253
31 H 0.316
32 H 0.293
33 H 0.216
34 C -0.879
35 S 0.410
36 O -0.547
37 C -0.912
38 H 0.314
39 H 0.240
40 H 0.377
41 H 0.286
42 H 0.372
43 H 0.315



It is found that the max |F| values, taken in the order of the records, are 1.2 0.8 4.0 11.3 eV/Å.
It is found that the E values, taken in the order of the records, are -1447.49012 -3792.84163 -3046.67937 -2031.49877 hartree.